one:
The molecule C4H4N2. Source: the Open Molecules 2025 dataset; level of theory: ωB97M-V/def2-TZVPD.

The geometry in XYZ format:
```
10
Properties=species:S:1:pos:R:3:nbo_charge:R:1
C 0.832 0.095 -0.127 0.34
C -0.189 1.228 -0.097 -0.27
C -1.439 0.648 0.171 -0.22
C -1.248 -0.828 -0.107 0.04
H 2.731 0.742 0.186 0.35
H -0.212 2.439 -0.170 0.25
H -2.397 1.081 0.199 0.22
H -1.962 -1.590 -0.056 0.19
N 2.032 -0.131 0.072 -0.53
N -0.017 -1.231 0.043 -0.37
```

Its gap between HOMO and LUMO is 8.99 eV. The HOMO energy comes out at -9.61 eV. For the lowest unoccupied orbital energy, the calculation gives -0.624 eV. As for the net charge: 0.

two:
The molecule C4H4N2. Source: the Open Molecules 2025 dataset; level of theory: ωB97M-V/def2-TZVPD.

The geometry in XYZ format:
```
10
Properties=species:S:1:pos:R:3:nbo_charge:R:1
C 2.990 0.150 0.203 -0.57
C 3.625 1.186 0.004 -0.08
C 2.284 -1.113 0.067 0.09
C -0.515 0.720 0.045 -0.51
N 1.153 -0.813 -0.368 0.00
N 0.385 0.053 -0.708 0.03
H 2.687 -2.053 0.128 0.24
H 0.090 1.659 0.423 0.30
H -1.377 1.108 -0.683 0.26
H -0.751 0.171 1.046 0.23
```

Its gap between HOMO and LUMO (spin up / spin down) is 7.02 / 7.02 eV. The HOMO energy (spin up / spin down) comes out at -8.69 / -8.69 eV. For the lowest unoccupied orbital energy (spin up / spin down), the calculation gives -1.661 / -1.661 eV. As for the net charge: 0.

three:
A structure of composition C4H4N2. Source: the Open Molecules 2025 dataset; level of theory: ωB97M-V/def2-TZVPD.

The geometry in XYZ format:
```
10
Properties=species:S:1:pos:R:3:nbo_charge:R:1
C 0.520 0.573 0.256 -0.16
C 1.296 -0.534 -0.413 0.03
N 0.693 -1.546 0.088 -0.23
N -0.123 -0.666 0.932 -0.22
C -1.323 -0.299 0.241 -0.03
C -0.871 0.873 -0.209 -0.25
H 1.113 1.355 0.734 0.22
H 2.176 -0.562 -1.041 0.20
H -2.162 -0.954 0.047 0.21
H -1.319 1.760 -0.635 0.22
```

Its gap between HOMO and LUMO is 10.62 eV. The HOMO energy comes out at -9.73 eV. For the lowest unoccupied orbital energy, the calculation gives 0.889 eV. As for the net charge: 0.

It is two that is the least stable of them.

one:
The molecule C4H5NO. Source: the Open Molecules 2025 dataset; level of theory: ωB97M-V/def2-TZVPD.

The geometry in XYZ format:
```
11
Properties=species:S:1:pos:R:3:nbo_charge:R:1
C 1.594 0.199 0.054 -0.30
C 0.634 0.434 0.948 -0.29
O -0.976 0.785 -1.734 -0.54
C -1.300 -0.305 -1.324 0.51
N -1.470 -0.614 0.029 -0.48
C -0.684 -0.234 0.960 0.18
H 1.518 -0.483 -0.796 0.20
H 2.559 0.672 0.183 0.20
H 0.786 1.131 1.789 0.22
H -1.592 -1.114 -2.029 0.12
H -1.029 -0.469 1.967 0.18
```

Its gap between HOMO and LUMO is 9.56 eV. The HOMO energy comes out at -9.77 eV. For the lowest unoccupied orbital energy, the calculation gives -0.204 eV. As for the net charge: 0.

two:
A cluster of 2 separate species, C4H5NO in total. Source: the Open Molecules 2025 dataset; level of theory: ωB97M-V/def2-TZVPD.

The geometry in XYZ format:
```
11
Properties=species:S:1:pos:R:3:nbo_charge:R:1
C -1.141 -0.269 -0.219 -0.57
C -0.061 0.676 -0.711 -0.55
C 1.055 0.607 0.271 0.53
O 1.892 1.243 0.833 -0.43
C 0.964 -0.773 0.805 0.06
N 1.476 -1.655 1.383 -0.28
H -0.684 -1.328 0.814 0.27
H -1.503 -0.857 -1.067 0.23
H -1.904 0.274 0.343 0.22
H -0.373 1.716 -0.749 0.25
H 0.277 0.365 -1.705 0.26
```

Its gap between HOMO and LUMO is 10.21 eV. The HOMO energy comes out at -10.26 eV. For the lowest unoccupied orbital energy, the calculation gives -0.054 eV. As for the net charge: 0.

It is two that is the least stable of them.

one:
The molecule C3H6N2O2S. Source: the Open Molecules 2025 dataset; level of theory: ωB97M-V/def2-TZVPD.

The geometry in XYZ format:
```
14
Properties=species:S:1:pos:R:3:nbo_charge:R:1
C -2.058 -0.403 0.261 0.58
C -1.416 -0.125 1.493 -0.35
C 0.053 0.511 -0.939 -0.28
N 2.385 0.208 0.128 -0.33
N -1.349 0.233 -0.843 -0.66
O -3.080 -0.946 -0.034 -0.55
O 3.595 -0.576 0.118 -0.56
S 1.108 -0.825 0.040 0.42
H -1.098 0.901 1.545 0.19
H -1.283 -0.640 2.394 0.21
H 0.426 0.370 -1.971 0.23
H 0.251 1.479 -0.438 0.22
H -1.676 -0.379 -1.606 0.39
H 4.143 0.192 -0.147 0.48
```

Its gap between HOMO and LUMO (spin up / spin down) is 8.84 / 7.28 eV. The HOMO energy (spin up / spin down) comes out at -9.18 / -8.40 eV. For the lowest unoccupied orbital energy (spin up / spin down), the calculation gives -0.339 / -1.120 eV. As for the net charge: 0.

two:
The molecule C3H6N2O2S. Source: the Open Molecules 2025 dataset; level of theory: ωB97M-V/def2-TZVPD.

The geometry in XYZ format:
```
14
Properties=species:S:1:pos:R:3:nbo_charge:R:1
C 1.045 -1.132 -0.059 -0.58
C 0.832 1.310 0.198 -0.43
C -0.349 -0.823 0.496 0.18
N -2.026 0.032 -0.857 -0.04
N -0.405 0.654 0.729 -0.16
O -1.333 -1.152 -0.534 -0.40
O -1.679 0.950 0.200 -0.26
S 1.777 0.249 -0.907 0.24
H 1.663 -1.288 0.810 0.22
H 0.996 -1.994 -0.746 0.26
H 0.538 2.356 -0.234 0.24
H 1.205 1.567 1.159 0.22
H -0.692 -1.237 1.428 0.21
H -1.573 0.509 -1.685 0.31
```

Its gap between HOMO and LUMO is 9.80 eV. The HOMO energy comes out at -9.07 eV. For the lowest unoccupied orbital energy, the calculation gives 0.736 eV. As for the net charge: 0.

three:
A cluster of 4 separate species, C3H6N2O2S in total. Source: the Open Molecules 2025 dataset; level of theory: ωB97M-V/def2-TZVPD.

The geometry in XYZ format:
```
14
Properties=species:S:1:pos:R:3:nbo_charge:R:1
C -2.402 -0.728 0.189 -0.33
C 0.804 0.677 -0.168 0.29
C 2.000 -0.280 -0.120 0.31
H -3.512 0.846 0.488 0.24
H -2.745 -1.419 -1.211 0.25
H -2.347 -1.652 1.764 0.23
H 0.562 2.639 -0.051 0.42
H 2.314 1.732 0.157 0.42
H 0.445 -1.822 -0.085 0.21
N -0.441 0.566 -0.324 -0.22
N 1.328 1.883 0.274 -0.82
O -1.019 -0.701 -0.637 -0.50
O 3.066 0.234 -0.326 -0.56
S 1.946 -1.975 0.050 0.06
```

Its gap between HOMO and LUMO is 7.38 eV. The HOMO energy comes out at -9.15 eV. For the lowest unoccupied orbital energy, the calculation gives -1.769 eV. As for the net charge: 0.

four:
The molecule C3H6N2O2S. Source: the Open Molecules 2025 dataset; level of theory: ωB97M-V/def2-TZVPD.

The geometry in XYZ format:
```
14
Properties=species:S:1:pos:R:3:nbo_charge:R:1
C 1.034 0.622 0.401 -0.53
C 0.088 0.618 -0.752 -0.26
C 1.961 -0.498 0.320 -0.25
N -0.570 -0.582 -0.882 -0.25
N -1.624 -0.859 -0.306 0.59
O -2.284 0.158 0.517 -0.61
O -2.199 -1.887 -0.231 -0.38
S 2.474 -1.409 1.547 0.09
H 1.549 1.627 0.566 0.26
H 0.589 0.509 1.393 0.24
H -0.643 1.568 -0.709 0.22
H 0.758 0.834 -1.575 0.21
H -3.208 -0.065 0.566 0.49
H 2.074 -0.636 -0.857 0.19
```

Its gap between HOMO and LUMO is 8.56 eV. The HOMO energy comes out at -8.85 eV. For the lowest unoccupied orbital energy, the calculation gives -0.285 eV. As for the net charge: 0.

It is three that is the least stable of them.

one:
A structure of composition C2H4N2O4. Source: the Open Molecules 2025 dataset; level of theory: ωB97M-V/def2-TZVPD.

The geometry in XYZ format:
```
12
Properties=species:S:1:pos:R:3:nbo_charge:R:1
C 0.308 -0.840 -0.625 0.85
C -0.212 1.026 1.000 0.35
H 1.476 -2.375 -1.117 0.49
H -0.219 -0.657 -2.898 0.43
H -0.138 0.371 1.934 0.20
H -0.862 3.552 2.374 0.49
N -0.034 -1.261 -1.840 -0.32
N -0.434 2.283 1.035 -0.19
O 0.620 -2.448 -2.045 -0.55
O 0.772 -1.617 0.172 -0.62
O -0.064 0.488 -0.239 -0.52
O -1.023 2.432 2.497 -0.61
```

Its gap between HOMO and LUMO is 10.15 eV. The HOMO energy comes out at -9.74 eV. For the lowest unoccupied orbital energy, the calculation gives 0.405 eV. As for the net charge: 0.

two:
The molecule C2H4N2O4. Source: the Open Molecules 2025 dataset; level of theory: ωB97M-V/def2-TZVPD.

The geometry in XYZ format:
```
12
Properties=species:S:1:pos:R:3:nbo_charge:R:1
C -0.042 0.628 -0.709 0.62
C -0.116 -0.787 0.031 0.13
N -0.312 -0.451 1.553 -0.86
N 1.428 1.151 -0.826 0.47
O 2.326 0.357 -0.836 -0.35
O -0.985 1.172 -1.180 -0.46
O 1.437 2.335 -0.710 -0.32
O -1.293 -1.426 -0.526 -0.69
H 0.845 -1.263 -0.071 0.23
H -0.251 -1.229 2.118 0.38
H -1.114 0.179 1.648 0.37
H -1.923 -0.665 -0.493 0.47
```

Its gap between HOMO and LUMO is 9.53 eV. The HOMO energy comes out at -10.45 eV. For the lowest unoccupied orbital energy, the calculation gives -0.915 eV. As for the net charge: 0.

It is one that is the least stable of them.